# 1
# C17H27BCdNO4P2

C17H27BCdNO4P2 as an isolated structure in a non-equilibrium geometry (the ωB97M-V functional and the def2-TZVPD basis, OMol25).

Max |F|: 2.899 eV/Å
DFT total energy: -51558.02560 eV
HOMO (spin up / spin down): -10.14 / -10.38 eV
Orbital gap (spin up / spin down): 4.47 / 4.63 eV
ΔE to the lowest compared entry with this formula, charge and spin: 279.5 kJ/mol

The geometry in ORCA input format:
```
! wB97M-V def2-TZVPD RIJCOSX def2/J DEFGRID3
* xyz 1 1
Cd -0.0131 -0.3100 0.0135
P -2.3033 0.4745 -0.4825
C -2.1276 0.8373 -2.1916
C -0.8693 1.2886 -2.6749
N 0.2554 1.0557 -1.9051
C 1.4622 1.4457 -2.3273
C 1.6413 2.1777 -3.5056
C 0.5293 2.4490 -4.3019
C -0.7142 1.9977 -3.8915
C 2.6978 1.0816 -1.4945
P 2.4077 -0.3676 -0.4096
H -1.6194 2.1867 -4.4543
H 2.6559 2.4610 -3.7813
H 0.6503 3.0164 -5.2232
H 3.5392 0.8417 -2.1615
H 2.9814 1.9523 -0.8807
H -2.0625 -1.2179 -3.6406
H -3.0129 1.0082 -2.8120
H -0.9011 -3.0346 -2.6747
O -1.8703 -2.1711 -3.7207
H -2.3049 -2.4467 -4.5428
H -0.2900 -2.0654 0.2932
O -0.6175 -3.4436 -1.8186
H 0.3438 -3.3513 -1.7709
C 2.8600 -1.7643 -1.4972
H 3.9084 -1.6479 -1.8249
H 2.7460 -2.7224 -0.9570
H 2.2060 -1.8203 -2.3866
C 3.6674 -0.3143 0.8776
H 3.6187 -1.2254 1.4951
H 4.6668 -0.2346 0.4226
H 3.5026 0.5355 1.5555
C -3.0706 1.8639 0.4172
H -4.0662 2.0823 -0.0052
H -3.1598 1.6106 1.4846
H -2.4435 2.7640 0.3437
C -3.4474 -0.9343 -0.3476
H -3.6523 -1.1337 0.7167
H -4.3837 -0.6859 -0.8718
H -2.9934 -1.8321 -0.7946
O -0.3313 0.0982 3.0923
B -0.2573 0.9561 1.9313
O -0.1676 2.2969 2.4112
C -0.1438 2.2391 3.7721
C -0.0541 3.2633 4.6822
C -0.0825 2.9086 6.0387
C -0.1912 1.5762 6.4419
C -0.2705 0.5420 5.4982
C -0.2480 0.9049 4.1753
H 0.0310 4.2913 4.3372
H -0.0169 3.6978 6.7844
H -0.2133 1.3126 7.5009
H -0.3474 -0.5123 5.7536
*
```

---

# 2
# C17H27Br6N7O10

C17H27Br6N7O10 as an isolated structure in a non-equilibrium geometry (the ωB97M-V functional and the def2-TZVPD basis, OMol25).

Max |F|: 4.440 eV/Å
DFT total energy: -469211.12351 eV
HOMO: -9.62 eV
Orbital gap: 9.01 eV
ΔE to the lowest compared entry with this formula, charge and spin: 21.7 kJ/mol

The geometry in ORCA input format:
```
! wB97M-V def2-TZVPD RIJCOSX def2/J DEFGRID3
* xyz 0 1
C 3.6564 -1.9491 -0.6720
N 3.8159 -1.0766 -1.8585
O 4.8559 -1.1326 -2.4473
O 2.8242 -0.4540 -2.2553
H 2.6479 -1.7962 -0.3256
H 4.3899 -1.7904 0.0991
H 3.6738 -2.8901 -1.1445
C -3.3779 0.4371 6.2200
N -3.6302 0.8399 4.7923
O -3.1126 0.1578 3.9540
O -4.2534 1.8801 4.6907
H -4.3273 0.1010 6.5715
H -3.0064 1.2941 6.7442
H -2.5766 -0.2684 6.1984
C -0.9378 -1.6079 2.6957
N -0.1704 -2.0183 1.4589
O -0.1857 -1.2892 0.3970
O 0.2917 -3.1709 1.5597
H -1.9303 -2.0037 2.6360
H -0.8751 -0.5335 2.8098
H -0.3966 -2.1034 3.4622
C -0.0456 0.7484 -1.9506
N 0.8357 1.7884 -1.4195
O 0.7187 2.1079 -0.2616
O 1.6620 2.2854 -2.2035
H 0.6461 0.0265 -2.3105
H -0.5247 1.1962 -2.8344
H -0.6466 0.4039 -1.0993
C 4.0908 3.7110 -0.6068
N 4.2136 2.3044 -0.1791
O 3.5934 1.9376 0.7940
O 4.9264 1.5859 -0.8799
H 4.9811 4.0394 -1.0677
H 3.9216 4.2419 0.3497
H 3.1832 3.7788 -1.1857
N -0.0427 -2.7157 -4.9647
C 0.6816 -2.6647 -3.8480
C 0.5755 -3.6052 -2.8337
C -0.4122 -4.5699 -2.9879
C -1.1609 -4.6480 -4.1403
C -0.8921 -3.7119 -5.1212
H 1.4538 -1.8525 -3.8466
H 1.2627 -3.5151 -1.9270
H -0.4898 -5.2065 -2.1384
H -1.8427 -5.4070 -4.3442
H -1.4632 -3.8272 -6.0554
N -0.5472 2.0735 5.4445
C -0.7679 2.5065 4.2287
C -0.1360 2.0309 3.0632
C 0.9687 1.1760 3.2456
C 1.2879 0.8609 4.5734
C 0.5046 1.3316 5.6454
H -1.5261 3.2924 4.0410
H -0.3865 2.5648 2.1669
H 1.7874 1.0143 2.5333
H 2.0865 0.2063 4.7368
H 0.9225 1.1802 6.6927
C -1.5067 4.3431 -4.8442
Br -0.8222 5.9217 -3.8559
Br -2.7954 3.4333 -3.6567
Br -0.0906 3.0825 -5.3185
H -1.9669 4.7497 -5.7165
C -4.7453 -1.8572 -2.3512
Br -3.0762 -1.8467 -1.3164
Br -4.7356 -0.4639 -3.7131
Br -6.3791 -1.8362 -1.2946
H -4.6770 -2.8213 -2.8287
*
```

---

# 3
# C17H27Br9O8

C17H27Br9O8 as an isolated structure in a non-equilibrium geometry (the ωB97M-V functional and the def2-TZVPD basis, OMol25).

Max |F|: 1.336 eV/Å
DFT total energy: -664828.52582 eV
HOMO: -9.37 eV
Orbital gap: 8.95 eV

The geometry in ORCA input format:
```
! wB97M-V def2-TZVPD RIJCOSX def2/J DEFGRID3
* xyz 0 1
C -4.0472 3.5780 -5.5342
C -5.5464 3.3683 -5.4640
C -6.2873 4.0032 -4.2725
O -7.1624 4.9661 -4.8553
C -7.0280 4.9620 -6.1862
O -7.6412 5.6802 -6.9236
O -6.1220 4.0634 -6.5845
H -3.6982 3.2830 -6.5230
H -3.4988 3.0197 -4.7754
H -3.7958 4.6314 -5.3956
H -5.7946 2.3061 -5.4915
H -5.6088 4.5089 -3.5835
H -6.8363 3.2638 -3.6903
C -5.2165 9.5178 -0.9053
C -5.9034 8.1777 -1.0819
C -6.2160 7.7901 -2.5452
O -5.5611 6.5324 -2.7086
C -4.7788 6.2584 -1.6555
O -4.0875 5.2791 -1.5857
O -4.8791 7.2156 -0.7380
H -5.8719 10.3912 -1.0172
H -4.4034 9.6228 -1.6214
H -4.8386 9.7177 0.0988
H -6.7847 8.0007 -0.4643
H -5.7321 8.4774 -3.2409
H -7.2910 7.6933 -2.6647
C -10.8720 15.7228 -8.1123
C -11.7144 14.7088 -7.3902
O -12.9012 14.8441 -7.2503
C -10.9611 13.5566 -6.7617
H -10.6344 15.5136 -9.1539
H -9.9723 15.8998 -7.5208
H -11.3990 16.6799 -8.1290
H -10.5676 12.8847 -7.5342
H -11.5878 12.9921 -6.0783
H -10.0220 13.8885 -6.3159
C -13.8024 11.1869 -7.2493
C -14.9174 10.1912 -7.5291
O -16.0095 10.5734 -7.8770
C -14.6719 8.7326 -7.2921
H -14.1478 12.1027 -6.7710
H -13.2952 11.4677 -8.1763
H -13.0030 10.8183 -6.6049
H -14.9807 8.4724 -6.2781
H -13.6223 8.5002 -7.4596
H -15.3371 8.1848 -7.9579
C -9.7327 8.2459 -6.5781
Br -10.3030 9.9960 -7.2830
Br -11.3020 7.1793 -6.0998
Br -8.5935 8.5674 -5.0236
H -9.1313 7.6800 -7.2782
C -10.2460 4.5451 -3.6994
Br -9.7906 2.6604 -3.6111
Br -9.2524 5.6686 -2.4401
Br -12.1820 4.7411 -3.3593
H -10.0275 4.8941 -4.6991
C -6.4150 7.3041 -10.4361
Br -6.9099 8.1351 -8.7532
Br -6.0423 5.4164 -10.1671
Br -4.9038 8.2455 -11.2237
H -7.2231 7.3106 -11.1521
*
```

---

# 4
# C17H27Cd2F2N8O3P

C17H27Cd2F2N8O3P as an isolated structure in a non-equilibrium geometry (the ωB97M-V functional and the def2-TZVPD basis, OMol25).

Max |F|: 3.872 eV/Å
DFT total energy: -59973.21933 eV
HOMO: -14.38 eV
Orbital gap: 10.25 eV

The geometry in ORCA input format:
```
! wB97M-V def2-TZVPD RIJCOSX def2/J DEFGRID3
* xyz 2 1
Cd -1.7786 1.4383 -0.3729
Cd 1.0191 -1.1218 -1.7950
C -1.5575 -0.0919 -2.9609
O -0.9124 0.0369 -1.7531
H -2.0034 -1.1087 -3.0826
H -2.5230 0.5024 -2.9020
H -1.1263 0.2136 -3.9261
O -1.3021 0.2656 1.4535
P -0.2995 -0.9006 1.3913
O 0.9365 -0.9305 0.4721
F -1.0094 -2.2972 1.3016
F 0.1991 -1.0288 2.8047
C 2.8451 -3.3867 4.0642
C 2.9172 -3.6657 2.6450
N 3.1383 -3.8733 1.5331
H 3.2643 -4.2179 4.6218
H 1.8796 -3.1449 4.3271
H 3.3997 -2.4354 4.1689
C 2.2371 3.7131 1.2361
C 1.0992 3.4265 0.3513
N 0.2589 2.9507 -0.2946
H 2.1426 4.6593 1.7622
H 3.1567 3.5922 0.7144
H 2.1558 3.0086 2.1273
C 0.7279 -5.5504 -3.8119
C 0.5790 -4.2029 -3.1654
N 0.4092 -3.1717 -2.7162
H 1.0750 -6.2585 -3.0841
H 1.6225 -5.4699 -4.5165
H -0.1046 -5.8378 -4.3922
C -6.3995 0.7392 -1.1834
C -4.9629 0.8173 -1.0899
N -3.9254 0.8564 -0.6450
H -6.8180 1.7185 -0.8920
H -6.5471 -0.0911 -0.5021
H -6.7678 0.4044 -2.1688
C 5.4617 -2.6864 -0.9205
C 4.2106 -2.2084 -1.5288
N 3.2093 -1.7901 -1.9296
H 5.3652 -2.8170 0.1727
H 6.1736 -1.8653 -0.9841
H 5.8927 -3.6535 -1.3521
C -4.4631 4.6609 1.8934
C -3.3422 4.0021 1.3158
N -2.5774 3.3818 0.7207
H -5.0340 3.8068 2.3487
H -5.1004 5.1933 1.1516
H -4.2180 5.2922 2.7493
C -2.1273 1.2770 5.0602
C -2.8322 2.4881 4.5965
N -3.4301 3.4007 4.2517
H -1.7733 0.8458 4.1143
H -2.8405 0.5969 5.5415
H -1.3288 1.5578 5.8138
C 4.0091 1.7734 -3.9408
C 2.8558 1.0140 -3.5091
N 2.0028 0.3119 -3.2183
H 3.7558 2.7855 -4.2365
H 4.4062 1.2142 -4.7760
H 4.6993 1.8609 -3.0542
*
```

---

Look up the max |F| of the third one.
1.336 eV/Å

---

Among the records above, which one has the lowest max |F|?
C17H27Br9O8

---

What did the third record say?
# C17H27Br9O8

C17H27Br9O8 as an isolated structure in a non-equilibrium geometry (the ωB97M-V functional and the def2-TZVPD basis, OMol25).

Max |F|: 1.336 eV/Å
DFT total energy: -664828.52582 eV
HOMO: -9.37 eV
Orbital gap: 8.95 eV

The geometry in ORCA input format:
```
! wB97M-V def2-TZVPD RIJCOSX def2/J DEFGRID3
* xyz 0 1
C -4.0472 3.5780 -5.5342
C -5.5464 3.3683 -5.4640
C -6.2873 4.0032 -4.2725
O -7.1624 4.9661 -4.8553
C -7.0280 4.9620 -6.1862
O -7.6412 5.6802 -6.9236
O -6.1220 4.0634 -6.5845
H -3.6982 3.2830 -6.5230
H -3.4988 3.0197 -4.7754
H -3.7958 4.6314 -5.3956
H -5.7946 2.3061 -5.4915
H -5.6088 4.5089 -3.5835
H -6.8363 3.2638 -3.6903
C -5.2165 9.5178 -0.9053
C -5.9034 8.1777 -1.0819
C -6.2160 7.7901 -2.5452
O -5.5611 6.5324 -2.7086
C -4.7788 6.2584 -1.6555
O -4.0875 5.2791 -1.5857
O -4.8791 7.2156 -0.7380
H -5.8719 10.3912 -1.0172
H -4.4034 9.6228 -1.6214
H -4.8386 9.7177 0.0988
H -6.7847 8.0007 -0.4643
H -5.7321 8.4774 -3.2409
H -7.2910 7.6933 -2.6647
C -10.8720 15.7228 -8.1123
C -11.7144 14.7088 -7.3902
O -12.9012 14.8441 -7.2503
C -10.9611 13.5566 -6.7617
H -10.6344 15.5136 -9.1539
H -9.9723 15.8998 -7.5208
H -11.3990 16.6799 -8.1290
H -10.5676 12.8847 -7.5342
H -11.5878 12.9921 -6.0783
H -10.0220 13.8885 -6.3159
C -13.8024 11.1869 -7.2493
C -14.9174 10.1912 -7.5291
O -16.0095 10.5734 -7.8770
C -14.6719 8.7326 -7.2921
H -14.1478 12.1027 -6.7710
H -13.2952 11.4677 -8.1763
H -13.0030 10.8183 -6.6049
H -14.9807 8.4724 -6.2781
H -13.6223 8.5002 -7.4596
H -15.3371 8.1848 -7.9579
C -9.7327 8.2459 -6.5781
Br -10.3030 9.9960 -7.2830
Br -11.3020 7.1793 -6.0998
Br -8.5935 8.5674 -5.0236
H -9.1313 7.6800 -7.2782
C -10.2460 4.5451 -3.6994
Br -9.7906 2.6604 -3.6111
Br -9.2524 5.6686 -2.4401
Br -12.1820 4.7411 -3.3593
H -10.0275 4.8941 -4.6991
C -6.4150 7.3041 -10.4361
Br -6.9099 8.1351 -8.7532
Br -6.0423 5.4164 -10.1671
Br -4.9038 8.2455 -11.2237
H -7.2231 7.3106 -11.1521
*
```